[1]
The following is a DFT calculation (wB97M-V/def2-TZVPD) of a 2-piece molecular cluster, CH5NO overall in a non-equilibrium geometry.

Properties
* total energy: -4649.9969 eV
* HOMO level (spin up / spin down): -9.83 / -9.79 eV
* orbital gap (spin up / spin down): 7.51 / 7.46 eV
* LUMO level (spin up / spin down): -2.3 / -2.3 eV
* ΔE to the lowest compared entry with this formula, charge and spin: 519.73 kJ/mol
* charge: 0
* strongest force on any atom: 3.1 eV Å⁻¹

Element x y z (Å)
C -1.259 -0.159 -0.304
N 1.913 0.074 0.119
O -0.340 0.259 0.674
H -0.739 -0.226 -1.353
H -2.117 0.478 -0.470
H -1.546 -1.087 0.094
H 1.939 -0.414 1.055
H 2.148 1.075 0.183

Here are the Mulliken charges for atoms 1 to 5, given in e: C -0.3985; N -0.3754; O -0.4199; H 0.2016; H 0.2383


[2]
The following is a DFT calculation (wB97M-V/def2-TZVPD) of a 2-piece molecular cluster, CH5NO2 overall in a non-equilibrium geometry.

Properties
* total energy: -6703.1269 eV
* HOMO level: -9.95 eV
* orbital gap: 10.60 eV
* LUMO level: 0.6 eV
* ΔE to the lowest compared entry with this formula, charge and spin: 56.45 kJ/mol
* charge: 0
* strongest force on any atom: 4.6 eV Å⁻¹
* SMILES string: NC=O.O

Element x y z (Å)
O -0.055 -0.802 2.211
C 0.305 0.181 1.508
N 1.064 -0.039 0.449
H -0.105 1.210 1.650
H 1.426 -0.969 0.225
H 1.227 0.742 -0.191
O -1.184 0.260 -2.074
H -2.085 -0.133 -2.044
H -0.593 -0.450 -1.734

Here are the Mulliken charges for atoms 1 to 5, given in e: O -0.6014; C 0.1847; N -0.3528; H 0.2863; H 0.2455


[3]
The following is a DFT calculation (wB97M-V/def2-TZVPD) of a 2-piece molecular cluster, CH5NO2 overall in a non-equilibrium geometry.

Properties
* total energy: -6703.0610 eV
* HOMO level: -10.31 eV
* orbital gap: 10.90 eV
* LUMO level: 0.6 eV
* ΔE to the lowest compared entry with this formula, charge and spin: 62.81 kJ/mol
* charge: 0
* strongest force on any atom: 2.0 eV Å⁻¹
* SMILES string: NC=O.O

Element x y z (Å)
O -0.095 1.479 1.011
C -0.717 0.731 0.262
N -2.058 0.576 0.331
H -0.353 0.004 -0.504
H -2.604 1.391 0.620
H -2.447 -0.088 -0.343
O 3.137 -1.240 -0.498
H 2.510 -1.490 -1.213
H 2.627 -1.362 0.334

Here are the Mulliken charges for atoms 1 to 5, given in e: O -0.5540; C 0.3253; N -0.3935; H 0.1478; H 0.2413